One molecule with the formula C5H8O in a non-equilibrium geometry, computed with ωB97M-V with the def2-TZVPD basis set.

Its HOMO energy is -9.42 eV. As for the LUMO energy: 1.04 eV. For the orbital gap, the calculation gives 10.45 eV. As for the energy above the lowest of the compared OMol25 structures with the same formula, charge and spin: 374.12 kJ/mol.

Last columns: bonded neighbours and bond lengths (Å).
Geometry (Å):
1 C -1.320 0.033 -1.006  C2 1.502, H7 1.094, H8 1.098, H9 1.095
2 C -0.154 -0.048 -0.062  C1 1.502, C3 1.509, C5 1.495, C6 1.529
3 C 1.047 -0.936 -0.278  C2 1.509, O4 1.415, H10 1.086, H11 1.104
4 O 1.902 -0.143 0.524  C3 1.415, C5 1.550
5 C 0.807 0.955 0.492  C2 1.495, O4 1.550, C6 1.489, H12 1.070
6 C -0.262 0.432 1.386  C2 1.529, C5 1.489, H13 1.092, H14 1.087
7 H -1.990 0.865 -0.766  C1 1.094
8 H -1.910 -0.891 -0.957  C1 1.098
9 H -0.975 0.158 -2.037  C1 1.095
10 H 1.030 -1.956 0.092  C3 1.086
11 H 1.334 -0.908 -1.344  C3 1.104
12 H 1.667 1.485 0.142  C5 1.070
13 H -1.203 0.950 1.581  C6 1.092
14 H 0.110 -0.144 2.229  C6 1.087